1.
Formula: C52H32I4N4NiTe
Source: the Open Molecules 2025 dataset
Level of theory: ωB97M-V with the def2-TZVPD basis set

```
94
C52H32I4N4NiTe, DFT ωB97M-V with the def2-TZVPD basis set
Ni 0.399 -0.552 0.593
I 1.310 8.895 -0.502
C 1.303 6.850 -0.076
C 0.844 5.951 -1.026
C 0.855 4.596 -0.736
C 1.290 4.119 0.505
C 1.768 5.045 1.432
C 1.775 6.405 1.149
C 1.231 2.661 0.747
C 0.638 2.120 1.861
C 0.278 2.826 3.074
C -0.004 1.891 3.998
C 0.014 0.606 3.327
C -0.445 -0.582 3.864
C -0.649 -0.731 5.328
C 0.034 -1.751 5.991
C -0.126 -1.954 7.353
C -0.995 -1.138 8.064
I -1.266 -1.453 10.111
C -1.700 -0.131 7.425
C -1.525 0.065 6.062
C -0.848 -1.675 3.045
N -0.657 -1.735 1.692
C -1.437 -2.755 1.247
C -1.429 -3.225 -0.106
C -2.457 -4.223 -0.513
C -3.614 -3.797 -1.162
C -4.585 -4.710 -1.553
C -4.392 -6.057 -1.289
I -5.847 -7.440 -1.873
C -3.249 -6.502 -0.644
C -2.286 -5.578 -0.256
C -0.451 -2.874 -0.996
C -0.160 -3.566 -2.234
C 1.024 -3.097 -2.670
C 1.437 -2.050 -1.753
N 0.531 -1.935 -0.742
C 2.512 -1.198 -1.962
C 2.596 0.061 -1.317
C 3.484 1.108 -1.630
C 3.023 2.229 -0.967
C 1.902 1.818 -0.223
N 1.651 0.505 -0.416
C 3.521 -1.592 -2.974
C 3.839 -0.785 -4.065
C 4.773 -1.189 -5.008
C 5.403 -2.415 -4.861
I 6.804 -3.035 -6.282
C 5.107 -3.239 -3.786
C 4.168 -2.823 -2.852
C -2.134 -3.353 2.314
C -1.739 -2.690 3.457
N 0.432 0.767 2.032
H 0.479 6.294 -1.985
H 0.495 3.893 -1.479
H 2.185 4.704 2.370
H 2.158 7.108 1.876
H 0.272 3.893 3.215
H -0.243 2.061 5.034
H 0.707 -2.387 5.429
H 0.420 -2.743 7.853
H -2.391 0.489 7.979
H -2.114 0.823 5.561
H -3.753 -2.741 -1.359
H -5.480 -4.371 -2.057
H -3.105 -7.555 -0.444
H -1.388 -5.916 0.249
H -0.777 -4.333 -2.676
H 1.563 -3.391 -3.556
H 4.347 1.037 -2.273
H 3.446 3.221 -0.971
H 3.325 0.159 -4.199
H 5.003 -0.552 -5.852
H 5.602 -4.194 -3.671
H 3.938 -3.459 -2.005
H -2.825 -4.177 2.227
H -2.074 -2.856 4.469
C -2.172 2.496 -0.476
Te -1.942 0.377 -0.639
C -1.024 0.856 -2.508
C -1.556 2.215 -2.886
C -1.488 2.687 -4.193
C -1.952 3.957 -4.508
C -2.485 4.765 -3.513
C -2.561 4.298 -2.209
C -2.105 3.023 -1.888
H -1.352 2.878 0.134
H -3.111 2.736 0.018
H -1.240 0.089 -3.249
H 0.054 0.878 -2.332
H -1.070 2.057 -4.969
H -1.905 4.309 -5.531
H -2.852 5.756 -3.753
H -2.980 4.928 -1.431
```

The value obtained for the LUMO energy (alpha / beta) is -0.9 / -2.6 eV. The frontier orbital gap (alpha / beta) comes out at 4.7 / 4.8 eV. As for the multiplicity: 3. The electronic energy is -141143.405 eV.

Löwdin population analysis, charges in e, atoms 1 to 2: Ni 0.40; I 0.86

2.
Formula: C52H38AuBr2N4OP2
Source: the Open Molecules 2025 dataset
Level of theory: ωB97M-V with the def2-TZVPD basis set

```
100
C52H38AuBr2N4OP2, DFT ωB97M-V with the def2-TZVPD basis set
Au -0.146 -0.015 0.235
Br 6.493 1.615 -0.298
C 4.731 1.096 -0.391
C 4.402 -0.203 -0.733
C 3.067 -0.560 -0.716
N 2.089 0.314 -0.411
C 2.432 1.582 -0.136
C 3.739 2.008 -0.092
C 1.298 2.515 0.181
C 1.414 3.882 0.035
C 0.361 4.695 0.421
Br 0.482 6.513 0.193
C -0.772 4.149 0.983
C -0.855 2.779 1.057
N 0.149 1.973 0.645
H 5.164 -0.931 -0.998
H 2.779 -1.583 -0.943
H 3.988 3.028 0.197
H 2.320 4.315 -0.381
H -1.589 4.768 1.337
H -1.726 2.302 1.477
O -2.200 -0.400 2.393
C -3.495 -0.580 1.910
C -4.450 -1.173 2.708
C -5.735 -1.326 2.206
C -6.052 -0.902 0.917
C -5.057 -0.380 0.106
C -3.750 -0.216 0.593
P -2.460 0.224 -0.593
C -2.762 -0.853 -2.034
C -3.091 -2.197 -1.811
C -3.388 -3.039 -2.872
C -3.365 -2.551 -4.178
C -3.061 -1.221 -4.413
C -2.767 -0.369 -3.343
C -2.632 1.940 -1.131
C -3.650 2.759 -0.643
C -3.751 4.084 -1.077
C -2.843 4.585 -1.998
C -1.817 3.775 -2.484
C -1.705 2.465 -2.044
C -1.916 0.203 3.611
C -2.877 0.748 4.441
C -2.475 1.297 5.657
C -1.142 1.314 6.048
C -0.186 0.821 5.180
C -0.563 0.267 3.947
P 0.694 -0.289 2.821
C 1.076 -2.014 3.080
C 0.427 -2.724 4.102
C 0.752 -4.056 4.339
C 1.719 -4.685 3.566
C 2.355 -3.997 2.532
C 2.025 -2.673 2.280
C 2.156 0.730 3.029
C 3.447 0.180 3.038
C 4.562 1.001 3.179
C 4.401 2.374 3.310
C 3.125 2.934 3.314
C 2.008 2.122 3.170
H -4.199 -1.516 3.707
H -6.494 -1.790 2.832
H -7.064 -1.012 0.539
H -5.289 -0.120 -0.925
H -3.173 -2.583 -0.801
H -3.666 -4.073 -2.681
H -3.611 -3.208 -5.008
H -3.071 -0.832 -5.428
H -2.561 0.674 -3.554
H -4.374 2.373 0.069
H -4.550 4.717 -0.701
H -2.936 5.610 -2.349
H -1.109 4.170 -3.207
H -0.885 1.851 -2.415
H -3.923 0.758 4.166
H -3.231 1.720 6.312
H -0.852 1.722 7.009
H 0.863 0.865 5.452
H -0.315 -2.237 4.724
H 0.251 -4.604 5.128
H 1.978 -5.722 3.767
H 3.109 -4.501 1.929
H 2.507 -2.152 1.460
H 3.595 -0.889 2.979
H 5.556 0.563 3.211
H 5.273 3.012 3.433
H 3.002 4.005 3.449
H 1.022 2.571 3.197
N -2.231 -5.609 2.370
C -1.715 -4.998 1.538
C -1.060 -4.177 0.528
C -0.544 -4.703 -0.646
C 0.023 -3.849 -1.578
C 0.079 -2.505 -1.310
N -0.392 -2.009 -0.148
C -0.966 -2.824 0.758
H -0.604 -5.768 -0.835
H 0.407 -4.219 -2.518
H 0.470 -1.793 -2.031
H -1.384 -2.386 1.655
```

The value obtained for the LUMO energy (alpha / beta) is -9.7 / -9.7 eV. The net charge is +3. As for the energy above the lowest of the compared OMol25 structures with the same formula, charge and spin: 53.7 kJ/mol. The frontier orbital gap (alpha / beta) comes out at 5.6 / 5.6 eV. The electronic energy is -224880.435 eV.

Löwdin population analysis, charges in e, atoms 1 to 2: Au 1.04; Br 0.93

3.
Formula: C52H38CdCl3N12O5S2
Source: the Open Molecules 2025 dataset
Level of theory: ωB97M-V with the def2-TZVPD basis set

```
113
C52H38CdCl3N12O5S2, DFT ωB97M-V with the def2-TZVPD basis set
Cd 0.643 0.686 -1.639
O 4.050 -1.178 -7.775
C 4.152 -0.072 -7.217
O 4.851 0.918 -7.490
C 3.272 0.091 -5.953
C 3.411 1.178 -5.105
C 2.572 1.316 -4.014
N 1.600 0.435 -3.733
C 1.473 -0.626 -4.533
C 2.279 -0.823 -5.646
C 0.397 -1.595 -4.224
C 0.521 -2.928 -4.623
C -0.519 -3.798 -4.353
C -1.647 -3.308 -3.713
C -1.665 -1.976 -3.334
N -0.658 -1.134 -3.554
C 2.664 2.526 -3.158
C 3.840 3.264 -3.061
C 3.835 4.415 -2.296
C 2.669 4.799 -1.652
C 1.560 3.981 -1.771
N 1.558 2.873 -2.505
H 4.152 1.921 -5.362
H 2.157 -1.671 -6.305
H 1.422 -3.266 -5.112
H -0.445 -4.841 -4.635
H -2.494 -3.943 -3.492
H -2.517 -1.571 -2.815
H 4.741 2.917 -3.543
H 4.740 4.998 -2.190
H 2.627 5.688 -1.038
H 0.641 4.196 -1.239
C 5.899 -3.122 3.971
C 5.363 -2.397 2.769
C 4.160 -1.702 2.838
C 3.652 -1.037 1.733
C 4.358 -1.059 0.539
C 5.568 -1.732 0.451
C 6.058 -2.400 1.562
S 3.731 -0.259 -0.916
O 2.996 -1.253 -1.675
O 4.874 0.346 -1.564
N 2.639 0.772 -0.401
C 2.960 1.861 0.388
C 4.261 2.309 0.666
C 4.413 3.405 1.488
C 3.298 4.041 2.023
C 2.059 3.518 1.702
N 1.884 2.465 0.911
H 5.286 -3.994 4.209
H 5.903 -2.478 4.851
H 6.918 -3.470 3.801
H 3.609 -1.668 3.772
H 2.720 -0.491 1.810
H 6.120 -1.726 -0.478
H 7.000 -2.929 1.492
H 5.121 1.828 0.227
H 5.411 3.767 1.708
H 3.385 4.898 2.675
H 1.150 3.957 2.103
Cl -2.086 -3.002 5.972
C -3.044 -1.970 4.949
C -2.446 -0.910 4.292
C -3.236 -0.114 3.477
C -4.599 -0.348 3.304
C -5.360 0.539 2.349
C -5.799 -0.171 1.064
N -4.688 -0.864 0.453
C -4.354 -2.186 0.629
C -3.140 -2.345 0.029
N -2.711 -1.150 -0.490
C -3.652 -0.289 -0.209
O -6.511 1.128 2.948
C -6.452 2.552 2.995
C -6.570 3.157 1.627
C -5.556 3.708 0.897
Cl -3.911 3.864 1.367
S -6.047 4.219 -0.661
C -7.651 3.696 -0.364
C -7.785 3.160 0.876
C -5.152 -1.421 3.992
Cl -6.844 -1.817 3.825
C -4.396 -2.237 4.814
H -1.394 -0.697 4.415
H -2.774 0.717 2.951
H -4.657 1.322 2.053
H -6.190 0.576 0.369
H -6.593 -0.886 1.270
H -5.005 -2.865 1.152
H -2.553 -3.244 -0.061
H -3.637 0.764 -0.453
H -5.535 2.882 3.494
H -7.301 2.855 3.609
H -8.409 3.817 -1.119
H -8.713 2.760 1.259
H -4.852 -3.068 5.332
N 1.110 -6.038 -1.324
C 0.938 -5.014 -0.830
C 0.689 -3.745 -0.207
C 0.551 -3.645 1.175
C 0.280 -2.403 1.716
C 0.155 -1.324 0.853
N 0.302 -1.418 -0.464
C 0.575 -2.603 -0.990
H 0.661 -4.522 1.799
H 0.170 -2.250 2.779
H -0.062 -0.344 1.246
H 0.700 -2.658 -2.061
N 0.315 1.227 3.595
C -0.345 1.684 2.758
N -1.181 2.197 1.880
C -0.982 1.979 0.625
N -0.952 1.819 -0.533
```

The value obtained for the LUMO energy is 1.7 eV. The net charge is -1. As for the energy above the lowest of the compared OMol25 structures with the same formula, charge and spin: 0.0 kJ/mol. The frontier orbital gap comes out at 7.3 eV. The electronic energy is -146466.173 eV.

Löwdin population analysis, charges in e, atoms 1 to 2: Cd 1.39; O -0.04

4.
Formula: C52H39CrN5O
Source: the Open Molecules 2025 dataset
Level of theory: ωB97M-V with the def2-TZVPD basis set

```
98
C52H39CrN5O, DFT ωB97M-V with the def2-TZVPD basis set
Cr 0.015 0.218 0.073
C -5.368 -0.726 5.544
C -4.758 0.505 5.343
C -3.804 0.657 4.344
C -3.435 -0.417 3.537
C -4.062 -1.644 3.741
C -5.018 -1.801 4.736
C -2.380 -0.257 2.489
C -1.095 -0.078 2.919
C -0.665 -0.140 4.306
C 0.673 -0.030 4.323
C 1.116 0.130 2.939
N 0.029 0.083 2.114
C 2.432 0.268 2.546
C 2.865 0.432 1.186
C 4.207 0.671 0.785
C 4.195 0.794 -0.588
C 2.857 0.634 -1.007
C 2.411 0.664 -2.357
C 3.457 0.932 -3.391
C 3.989 -0.100 -4.159
C 4.956 0.154 -5.123
C 5.412 1.450 -5.327
C 4.897 2.486 -4.558
C 3.928 2.227 -3.598
C 1.128 0.468 -2.792
N 0.024 0.213 -1.987
C -1.049 0.040 -2.818
C -2.341 -0.255 -2.426
C -3.368 -0.475 -3.482
C -3.962 -1.726 -3.644
C -4.912 -1.954 -4.631
C -5.296 -0.926 -5.483
C -4.724 0.330 -5.328
C -3.778 0.551 -4.334
C -2.783 -0.355 -1.066
C -4.137 -0.508 -0.668
C -4.151 -0.483 0.710
C -2.814 -0.327 1.132
N -1.994 -0.243 0.035
C -0.603 0.164 -4.205
C 0.707 0.456 -4.183
N 2.058 0.419 0.094
C 3.488 0.266 3.595
C 4.449 -0.746 3.635
C 5.439 -0.762 4.607
C 5.489 0.238 5.570
C 4.543 1.254 5.545
C 3.561 1.269 4.562
H -6.111 -0.847 6.323
H -5.026 1.352 5.964
H -3.329 1.616 4.179
H -3.787 -2.479 3.108
H -5.487 -2.766 4.882
H -1.319 -0.279 5.152
H 1.322 -0.064 5.184
H 5.056 0.746 1.446
H 5.036 0.972 -1.241
H 3.632 -1.110 -3.992
H 5.356 -0.661 -5.714
H 6.168 1.650 -6.077
H 5.250 3.500 -4.708
H 3.523 3.029 -2.993
H -3.664 -2.530 -2.980
H -5.350 -2.939 -4.737
H -6.036 -1.100 -6.254
H -5.020 1.145 -5.978
H -3.345 1.536 -4.205
H -4.984 -0.596 -1.330
H -5.012 -0.556 1.356
H -1.231 0.045 -5.073
H 1.355 0.630 -5.028
H 4.407 -1.527 2.884
H 6.171 -1.561 4.614
H 6.259 0.226 6.331
H 4.573 2.043 6.287
H 2.831 2.070 4.532
C -1.901 3.883 -0.503
O -1.574 2.610 0.024
C -0.296 2.136 -0.044
C 0.747 3.139 -0.429
H -2.988 3.929 -0.521
H -1.520 4.005 -1.519
H -1.523 4.697 0.121
H 0.799 3.245 -1.525
H 1.727 2.790 -0.108
H 0.571 4.132 -0.006
C 0.230 -4.833 -0.100
C 0.211 -4.168 1.112
C 0.249 -2.781 1.112
N 0.306 -2.065 -0.012
C 0.331 -2.710 -1.176
C 0.295 -4.094 -1.266
H 0.194 -5.915 -0.135
H 0.163 -4.699 2.053
H 0.226 -2.215 2.034
H 0.374 -2.086 -2.060
H 0.311 -4.566 -2.239
```

The value obtained for the LUMO energy (alpha / beta) is 2.5 / 2.1 eV. The net charge is -1. The frontier orbital gap (alpha / beta) comes out at 4.6 / 4.8 eV. As for the multiplicity: 4. The electronic energy is -92479.488 eV.

Löwdin population analysis, charges in e, atoms 1 to 2: Cr 0.74; C -0.11

> electronic energy of number 2 (C52H38AuBr2N4OP2)?

-224880.435 eV

> What is the formula in the third record?

C52H38CdCl3N12O5S2

> Among the records above, which one has the highest electronic energy?

C52H39CrN5O